Entry 1:
{
  "formula": "C22H19NO5S",
  "method": "ωB97M-V/def2-TZVPD",
  "relative_energy_ev": 3.497,
  "homo_ev": -8.484,
  "spin_multiplicity": 1,
  "homo_lumo_gap_ev": 7.85,
  "e_tot_ha": -1678.8027,
  "lumo_ev": -0.6,
  "smiles": "CS(=O)(=O)n1ccc2ccc(/C=C/C(=O)CC(=O)/C=C/c3ccc(O)cc3)cc21",
  "elements": ["C", "S", "O", "O", "N", "C", "C", "C", "C", "C", "C", "C", "C", "C", "O", "C", "C", "O", "C", "C", "C", "C", "C", "C", "O", "C", "C", "C", "C", "H", "H", "H", "H", "H", "H", "H", "H", "H", "H", "H", "H", "H", "H", "H", "H", "H", "H", "H"],
  "xyz": [[5.8402, -0.6551, 0.7797], [5.3699, -1.6835, 2.1596], [4.4607, -0.9160, 3.0622], [6.5824, -2.0635, 2.9132], [4.6292, -3.0893, 1.4253], [5.3904, -4.2070, 1.0771], [4.6221, -5.0275, 0.2890], [3.2915, -4.4013, 0.1838], [2.1463, -4.8344, -0.4394], [0.9600, -4.0522, -0.3012], [0.9705, -2.8548, 0.4666], [-0.3274, -2.1313, 0.6314], [-0.5023, -1.0172, 1.3979], [-1.7474, -0.2437, 1.4423], [-2.7510, -0.7360, 0.8947], [-1.8462, 0.9625, 2.3671], [-1.6900, 2.2217, 1.4739], [-0.7468, 2.9669, 1.6939], [-2.6626, 2.4476, 0.4352], [-2.5313, 3.4731, -0.4961], [-3.5290, 3.7201, -1.5690], [-4.6653, 2.8943, -1.7421], [-5.6826, 3.1873, -2.6382], [-5.5808, 4.3086, -3.4344], [-6.6401, 4.6321, -4.2345], [-4.4838, 5.1213, -3.3098], [-3.4448, 4.8423, -2.3833], [2.1899, -2.4247, 1.0423], [3.3608, -3.2259, 0.8968], [6.7201, -0.0796, 1.0862], [6.1235, -1.2897, -0.0900], [4.9952, -0.0126, 0.5515], [6.4185, -4.4000, 1.4584], [4.9614, -5.9925, -0.1085], [2.1817, -5.7549, -1.0624], [0.0058, -4.3413, -0.7431], [-1.1565, -2.5936, 0.1198], [0.3368, -0.5749, 1.9126], [-2.8021, 1.0145, 2.8573], [-1.0836, 0.9772, 3.1335], [-3.4804, 1.7442, 0.3667], [-1.6515, 4.1548, -0.3945], [-4.8049, 1.9815, -1.1285], [-6.5321, 2.4908, -2.7456], [-6.5084, 5.4936, -4.6368], [-4.3942, 6.0076, -3.9304], [-2.5274, 5.4438, -2.3337], [2.2154, -1.4829, 1.6034]],
  "forces_ev_per_a": [[0.2, -0.7, -0.7], [0.5, 1.3, 4.4], [0.7, -2.0, -3.1], [-1.8, -0.5, -2.5], [1.5, 1.5, 1.5], [0.2, -1.2, -0.7], [0.2, 0.4, 0.5], [2.1, -1.5, -0.3], [-2.4, 0.3, -0.8], [1.3, -0.4, 0.2], [0.6, -0.3, 0.1], [1.0, 0.8, 1.0], [0.9, -0.4, -1.2], [-2.4, -2.6, 0.4], [1.2, 1.5, 0.5], [0.3, 0.5, -1.4], [1.4, 0.3, 1.4], [-0.3, -0.2, -0.3], [-0.3, 1.8, -2.3], [-0.2, -1.4, 1.4], [-0.2, -0.3, 0.5], [-0.3, -0.6, 0.4], [0.1, -1.3, 0.4], [-0.6, 0.7, 0.1], [0.1, -0.4, 0.0], [1.7, 0.6, 0.5], [-0.4, -0.1, -0.8], [0.2, 0.0, 0.0], [-2.5, 1.9, 0.4], [-0.3, -0.1, 0.2], [-0.3, 0.4, 0.6], [0.0, 0.0, -0.1], [-1.1, 0.6, -0.3], [-0.3, 0.6, 0.2], [-0.2, 0.8, 0.6], [0.4, -0.2, 0.0], [-0.3, 0.2, -0.1], [0.2, -0.1, 0.1], [-0.6, -0.3, -0.1], [0.4, 0.0, -0.1], [0.0, 0.0, 0.0], [-0.9, -0.6, -0.2], [0.3, 0.7, -0.5], [0.5, 0.6, 0.1], [0.1, 0.1, 0.0], [0.0, 0.0, 0.0], [-0.6, 0.0, -0.1], [0.1, -0.5, -0.2]]
}

***

Entry 2:
{
  "formula": "C22H20BrClN4O3",
  "method": "ωB97M-V/def2-TZVPD",
  "homo_ev": -7.497,
  "spin_multiplicity": 1,
  "homo_lumo_gap_ev": 7.20,
  "e_tot_ha": -4328.5904,
  "lumo_ev": -0.3,
  "smiles": "O=C(O)CCC(=O)N1CCN(c2nc(-c3ccccc3Cl)c3cc(Br)ccc3n2)CC1",
  "elements": ["O", "C", "O", "C", "C", "C", "O", "N", "C", "C", "N", "C", "N", "C", "C", "C", "C", "C", "C", "C", "Cl", "C", "C", "C", "Br", "C", "C", "C", "N", "C", "C", "H", "H", "H", "H", "H", "H", "H", "H", "H", "H", "H", "H", "H", "H", "H", "H", "H", "H", "H", "H"],
  "xyz": [[-0.1916, 0.9335, 1.8158], [0.8800, 0.6905, 2.3999], [1.1714, 1.4491, 3.4962], [1.7666, -0.5641, 1.9564], [3.1097, 0.2635, 1.8177], [2.9876, 1.3413, 0.7702], [2.7228, 2.3948, 1.1543], [3.2921, 1.1890, -0.3931], [3.5697, -0.2154, -1.0455], [2.4297, -0.9201, -1.7959], [1.5075, 0.1407, -1.9625], [0.3773, 0.1680, -1.5020], [-0.0961, -0.7330, -0.9389], [-1.4021, -0.4962, -0.7187], [-1.9868, -2.0573, 0.1347], [-1.6050, -2.3597, 1.2492], [-2.1439, -3.3412, 1.8970], [-3.1305, -4.1650, 1.3523], [-3.6747, -3.7212, 0.1531], [-2.9754, -2.4007, -0.5534], [-3.5140, -2.0117, -2.2514], [-2.2210, 0.5801, -0.4114], [-3.4535, 0.8145, -0.0023], [-4.1898, 2.0002, -0.0680], [-5.8406, 2.2036, 0.5015], [-3.5075, 2.9684, -0.9895], [-2.2322, 2.8728, -1.2902], [-1.4098, 1.7091, -1.3223], [-0.3112, 1.4229, -1.6714], [2.1528, 1.3919, -2.3552], [3.0456, 1.8325, -1.4250], [0.4622, 2.0735, 3.6182], [1.3749, -0.9954, 1.2537], [1.6667, -1.2127, 3.1145], [3.2669, 0.8170, 2.9182], [3.9022, -0.4737, 1.6848], [4.5173, -0.3578, -1.7695], [4.0368, -0.9025, -0.1286], [2.8960, -1.6242, -2.5058], [1.8869, -1.4667, -1.1216], [-0.7672, -1.7505, 1.9115], [-1.8433, -3.9237, 2.8923], [-3.6543, -5.0639, 1.7282], [-4.3372, -4.0001, -0.4511], [-3.9268, -0.0890, 0.7400], [-4.1097, 4.0346, -0.9079], [-1.6252, 3.5569, -1.7598], [2.8574, 0.9302, -3.3622], [1.6506, 1.9139, -2.9588], [3.9383, 2.4371, -1.8965], [2.6806, 2.7164, -1.0014]],
  "forces_ev_per_a": [[2.3, -0.5, 0.8], [-4.2, -0.2, -1.2], [1.6, -2.0, -0.6], [3.8, 7.4, 13.3], [0.3, -1.8, 3.1], [0.3, -3.3, 7.7], [-2.5, 7.3, 2.8], [5.7, -14.1, -5.4], [5.1, -3.6, 3.4], [1.1, 1.2, 2.1], [7.9, 2.3, -5.8], [-3.4, 11.4, -2.6], [-7.3, -8.4, 4.9], [-2.9, -5.6, 7.0], [1.6, 11.0, -11.6], [7.8, 1.4, 11.9], [-1.1, -7.2, 5.4], [-2.8, 0.6, -3.1], [7.3, 6.2, 2.0], [-7.3, -8.0, -1.1], [0.6, -0.2, 1.9], [7.4, 0.8, -6.2], [-6.5, -1.9, 5.2], [5.6, -1.8, -3.9], [-2.6, 0.4, 1.1], [-4.3, 2.8, 4.0], [2.4, -0.5, -2.2], [-9.3, -2.9, 6.9], [8.3, -0.5, -3.7], [3.5, -9.4, -4.8], [2.3, 13.1, -4.2], [-0.7, 0.4, -0.3], [-4.1, -4.7, -7.7], [0.8, 1.5, -3.8], [-0.2, -1.5, -3.3], [0.3, 0.5, 0.0], [-1.8, 1.9, 1.6], [-1.6, 1.4, -2.4], [-0.9, 1.0, -0.9], [-0.7, -2.3, 1.7], [-2.0, -1.3, -2.2], [0.2, 2.5, -1.7], [1.0, 0.6, 0.5], [-5.8, -3.3, -4.1], [1.1, 2.4, -2.2], [1.9, -2.6, -1.0], [0.4, 2.9, -1.0], [-1.3, 0.8, 2.4], [-4.5, 5.0, -3.3], [-0.7, -1.8, 0.3], [-1.6, 2.3, 0.4]]
}

***

Entry 3:
{
  "formula": "C22H20BrInN4O7S",
  "method": "ωB97M-V/def2-TZVPD",
  "homo_ev": -9.018,
  "spin_multiplicity": 1,
  "homo_lumo_gap_ev": 8.17,
  "e_tot_ha": -4758.4452,
  "lumo_ev": -0.8,
  "elements": ["In", "O", "C", "C", "C", "C", "C", "C", "C", "O", "N", "N", "C", "C", "Br", "C", "C", "C", "C", "C", "C", "C", "H", "H", "H", "H", "H", "H", "H", "H", "H", "H", "H", "H", "H", "H", "O", "S", "O", "O", "O", "N", "C", "O", "C", "C", "C", "C", "N", "C", "H", "H", "H", "H", "H", "H"],
  "xyz": [[1.0079, -0.9737, -1.3903], [-3.5325, 0.3982, -4.2277], [-3.4075, -0.9478, -3.9444], [-4.4970, -1.8000, -3.9943], [-4.3221, -3.1444, -3.6982], [-3.0700, -3.6252, -3.3568], [-1.9861, -2.7588, -3.3128], [-2.1378, -1.4101, -3.5972], [-0.9504, -0.4553, -3.5476], [0.2102, -1.0861, -3.2440], [-1.2313, 0.6457, -2.5625], [-1.0059, 0.2351, -1.3005], [-1.5707, 0.7691, -0.2910], [-1.2129, 0.4049, 1.0722], [-0.2697, -1.2321, 1.2657], [-1.5827, 1.1696, 2.1062], [-1.3234, 1.0372, 3.5370], [-0.1169, 0.5681, 4.0559], [0.0656, 0.4866, 5.4264], [-0.9489, 0.8667, 6.2931], [-2.1447, 1.3538, 5.7863], [-2.3248, 1.4517, 4.4183], [-4.4223, 0.5736, -4.5483], [-5.4743, -1.4177, -4.2650], [-5.1715, -3.8131, -3.7388], [-2.9318, -4.6733, -3.1324], [-0.9957, -3.1209, -3.0690], [-0.8660, 0.0781, -4.5048], [-2.1514, 1.0575, -2.6885], [-2.3025, 1.5685, -0.4073], [-2.2033, 2.0207, 1.8338], [0.6958, 0.2948, 3.3974], [1.0091, 0.1291, 5.8151], [-0.8017, 0.7957, 7.3621], [-2.9341, 1.6662, 6.4563], [-3.2544, 1.8431, 4.0244], [3.1414, -1.3353, -1.6384], [3.1510, -2.5761, -0.7326], [3.4889, -2.1467, 0.6237], [1.6339, -2.9065, -0.7562], [3.9383, -3.6485, -1.2434], [4.9224, 0.0925, 2.0409], [4.7313, 1.3920, 1.7477], [5.3517, 2.3148, 2.2446], [3.6826, 1.6635, 0.6974], [3.7371, 2.8234, -0.0617], [2.8084, 3.0165, -1.0711], [1.8602, 2.0382, -1.3036], [1.7838, 0.9387, -0.5470], [2.6698, 0.7615, 0.4415], [5.6579, -0.1170, 2.6952], [4.5315, -0.6692, 1.4894], [4.5161, 3.5439, 0.1489], [2.8316, 3.8970, -1.6957], [1.1350, 2.1229, -2.1051], [2.5824, -0.1610, 0.9967]],
  "forces_ev_per_a": [[0.3, -0.7, -0.5], [0.1, 0.0, 0.1], [0.1, 0.1, 0.0], [0.1, 0.0, 0.0], [0.0, 0.0, 0.0], [0.0, 0.0, 0.0], [0.0, 0.1, 0.0], [-0.1, 0.0, 0.0], [-0.2, 0.1, -0.2], [0.3, 0.1, 0.0], [0.0, 0.1, 0.0], [-0.1, 0.0, 0.5], [0.2, -0.1, -0.2], [-0.1, 0.1, 0.3], [0.0, 0.0, 0.0], [0.0, -0.1, -0.3], [0.0, 0.0, 0.1], [0.0, 0.0, 0.0], [0.0, 0.0, 0.0], [0.0, 0.0, 0.0], [0.0, 0.0, 0.0], [0.0, 0.0, 0.0], [0.0, 0.0, 0.0], [0.0, 0.0, 0.0], [0.0, 0.0, 0.0], [0.0, 0.0, 0.0], [0.0, 0.0, 0.0], [-0.1, -0.1, 0.0], [0.0, 0.0, -0.1], [0.0, 0.0, 0.0], [0.0, 0.0, 0.0], [0.0, 0.0, 0.0], [0.0, 0.0, 0.0], [0.0, 0.0, 0.0], [0.0, 0.0, 0.0], [0.0, 0.0, 0.0], [-0.1, 0.0, 0.0], [-0.1, 0.4, 0.0], [0.1, 0.1, 0.2], [-0.3, 0.3, 0.1], [0.0, -0.1, -0.2], [0.0, -0.1, 0.0], [0.1, 0.1, -0.2], [-0.1, 0.0, 0.0], [-0.1, -0.1, 0.1], [0.0, 0.0, 0.1], [0.0, 0.0, 0.0], [-0.1, 0.1, 0.1], [0.2, 0.1, 0.0], [0.0, 0.1, -0.1], [0.0, 0.0, 0.0], [0.0, 0.0, 0.0], [0.0, 0.0, 0.0], [0.0, 0.0, 0.0], [0.0, 0.0, 0.0], [0.0, -0.1, 0.0]]
}

***

Entry 4:
{
  "formula": "C22H20CaClN",
  "method": "ωB97M-V/def2-TZVPD",
  "total_charge": -2,
  "homo_ev": 0.118,
  "spin_multiplicity": 1,
  "homo_lumo_gap_ev": 4.31,
  "e_tot_ha": -2042.9137,
  "lumo_ev": 4.4,
  "elements": ["C", "C", "C", "H", "C", "C", "H", "H", "H", "H", "Ca", "Cl", "C", "C", "C", "H", "C", "C", "H", "H", "H", "H", "C", "C", "C", "C", "C", "C", "N", "C", "C", "C", "C", "C", "C", "H", "H", "H", "H", "H", "H", "H", "H", "H", "H"],
  "xyz": [[3.3281, 0.7390, -2.0166], [3.0791, 2.1093, -1.6609], [1.8054, 2.4697, -2.1734], [3.7818, 2.7909, -1.1762], [1.2156, 1.3196, -2.7490], [2.1312, 0.2347, -2.6300], [1.9949, -0.7708, -3.0361], [4.2887, 0.2018, -1.9297], [1.4004, 3.4820, -2.2173], [0.2582, 1.3088, -3.2656], [2.2039, -0.3032, 0.1403], [3.0514, 0.8507, 2.0941], [-1.1421, 2.8562, 1.8100], [-1.6952, 2.8075, 0.4914], [-0.8760, 3.6201, -0.3577], [-2.6183, 2.3200, 0.2001], [0.1211, 4.2316, 0.4566], [-0.0028, 3.7085, 1.7769], [0.7031, 3.8557, 2.5835], [-1.4708, 2.2620, 2.6522], [-0.9602, 3.6934, -1.4546], [0.8584, 4.9607, 0.1191], [-3.5356, -2.0196, -2.1777], [-2.8605, -0.8021, -2.3694], [-1.8337, -0.4222, -1.5117], [-1.3962, -1.2941, -0.4780], [-2.1567, -2.4742, -0.2361], [-3.1840, -2.8467, -1.1008], [-0.2370, -1.0108, 0.1950], [0.1518, -1.8001, 1.2920], [-0.2875, -1.5098, 2.6074], [0.2110, -2.2454, 3.6788], [1.1924, -3.2296, 3.4573], [1.6597, -3.4911, 2.1637], [1.0937, -2.8415, 1.0680], [-4.3369, -2.3206, -2.8616], [-3.1370, -0.1497, -3.2007], [-1.3214, 0.5356, -1.6192], [-1.8965, -3.1109, 0.6157], [-3.7077, -3.7932, -0.9371], [-1.0385, -0.7228, 2.7300], [-0.1505, -2.0387, 4.6914], [1.5956, -3.7828, 4.3091], [2.4603, -4.2151, 2.0012], [1.2593, -3.1629, 0.0258]],
  "forces_ev_per_a": [[-0.2, 0.1, 0.4], [0.0, -0.3, -0.7], [0.6, -0.5, -0.1], [-0.3, -0.3, -0.1], [0.6, 0.0, 0.1], [0.1, 0.3, -0.2], [0.0, 0.3, 0.0], [-0.5, 0.3, 0.0], [0.0, -0.5, 0.4], [0.2, -0.2, 0.3], [-1.7, 0.8, -1.3], [0.6, 0.1, 0.9], [0.3, 0.3, -1.0], [0.9, 0.6, 0.2], [-0.4, 0.1, 0.7], [0.2, -0.3, 0.0], [-0.3, -0.7, 0.1], [-0.6, 0.1, -0.7], [-0.1, 0.1, 0.1], [-0.1, 0.0, 0.1], [-0.1, 0.2, 0.6], [0.0, -0.3, 0.0], [-0.2, -0.3, -0.1], [0.3, -0.2, 0.5], [-0.1, -0.1, -0.3], [0.6, -0.1, 0.4], [0.0, 0.0, -0.1], [0.0, 0.5, -0.2], [0.4, -0.4, 0.4], [-0.6, 0.1, -0.8], [0.1, -0.4, -0.1], [0.1, 0.0, -0.4], [0.1, 0.1, 0.0], [-0.1, -0.2, 0.4], [-0.4, 0.5, 0.4], [0.3, 0.1, 0.2], [0.0, -0.1, 0.3], [-0.1, -0.3, 0.0], [0.0, 0.2, -0.3], [0.1, 0.3, 0.0], [0.4, -0.2, 0.0], [0.2, -0.1, -0.3], [0.0, 0.2, -0.3], [-0.3, 0.0, 0.1], [0.2, 0.3, 0.5]]
}